Entry from the Open Molecules 2025 dataset: a single C10H14N2S molecule in a non-equilibrium geometry (ωB97M-V/def2-TZVPD).

relative energy (zero: lowest compared OMol25 entry of this formula, charge and spin)	92.2	kJ/mol
SMILES	CNC(=S)NCCc1ccccc1
LUMO	0.7051	eV

The geometry in ORCA input format:
```
! RIJCOSX wB97M-V def2-TZVPD def2/J DEFGRID3
* xyz 0 1
C -3.33196 2.00500 0.00034
C -2.20291 -0.13351 -0.28993
C -0.60619 -1.95382 -0.50081
C 0.29005 -1.93953 0.78664
C 1.42997 -0.89576 0.55851
C 1.10615 0.41007 0.90818
C 1.91458 1.48761 0.48201
C 3.11141 1.20658 -0.15876
C 3.43438 -0.11607 -0.47907
C 2.53940 -1.17276 -0.16739
H -3.15026 3.02064 -0.27665
H -3.67825 1.96385 1.03753
H -4.11252 1.55360 -0.62397
H -1.28736 1.63156 -0.19987
H -0.42843 0.04624 -1.15848
H -0.01401 -2.29380 -1.32686
H -1.48896 -2.52544 -0.31488
H -0.24060 -1.58559 1.68685
H 0.73796 -2.90869 0.88929
H 0.16402 0.67172 1.45942
H 1.70529 2.51636 0.75696
H 3.70236 2.04035 -0.43762
H 4.27400 -0.42304 -1.13946
H 2.80960 -2.11333 -0.56266
N -2.13498 1.21120 -0.33666
N -1.07649 -0.65766 -0.86090
S -3.46628 -1.04579 0.26826
*
```

Entry from the Open Molecules 2025 dataset: a gas-phase ion, C10H14N3 (charge +1) in a non-equilibrium geometry (ωB97M-V/def2-TZVPD).

relative energy (zero: lowest compared OMol25 entry of this formula, charge and spin)	197.9	kJ/mol
LUMO (spin up / spin down)	-3.1408 / -8.0737	eV

The geometry in ORCA input format:
```
! RIJCOSX wB97M-V def2-TZVPD def2/J DEFGRID3
* xyz 1 3
C -1.16916 3.00914 -0.91439
C 0.05051 3.18111 -0.38593
C -1.42823 1.59162 -1.26133
C 0.56778 1.89635 -0.22659
C 2.18740 -0.56224 -0.50721
C 1.96621 1.63142 0.43883
C 0.51149 -1.19317 1.40875
C -0.75591 -2.17352 1.39309
C 0.16701 -2.15598 -0.77168
C 0.94283 -1.14635 -0.01735
N 2.60060 0.62172 -0.28034
N -0.23239 0.99408 -0.72464
N -0.98444 -2.50059 -0.04375
H -1.95001 3.85313 -1.08583
H 0.62465 4.01065 -0.09040
H -2.38908 1.07089 -0.75040
H 2.88645 -1.09262 -1.14391
H 2.59500 2.53794 0.20838
H 1.59650 1.57717 1.54221
H 0.31330 -0.22571 1.66742
H 1.28877 -1.49916 2.11969
H -0.69226 -3.08333 1.91368
H -1.58701 -1.63007 1.64909
H -0.05169 -2.06244 -1.79186
H 0.93852 -2.83858 -0.76307
H -1.21710 -3.51049 -0.11817
H -1.51513 1.32328 -2.41797
*
```